Entry 1:
Computed, not measured: an isolated molecule of C6H7N5O at a distorted geometry, with ωB97M-V/def2-TZVPD.

XYZ file:
```
19
C6H7N5O ωB97M-V/def2-TZVPD
O -0.206 -1.361 0.309
N 1.110 3.951 -0.583
N 0.012 3.196 -0.105
N -0.320 0.781 0.035
N 0.310 1.977 -0.416
N 1.928 3.143 -1.244
C -1.742 -2.477 1.630
C 0.267 -0.373 -0.366
C -1.419 -1.067 1.100
C 2.039 0.788 -1.564
C 1.405 -0.334 -1.321
C 1.510 1.949 -1.066
H 1.538 -1.331 -1.732
H -2.618 -2.388 2.267
H -2.359 -0.781 0.674
H -2.196 -3.233 0.881
H -1.184 -0.211 1.768
H 2.855 0.861 -2.449
H -0.931 -3.091 2.182
```

## Properties
**Lowest unoccupied orbital energy**: -0.2 eV
**E_tot**: -581.702997 Ha
**Frontier orbital gap**: 9.635 eV
**SMILES**: CCOc1ccc2nnnn2n1
**HOMO level**: -9.812 eV

Here are the Mulliken charges for atoms 1 to 8, given in e: -0.331, -0.350, -0.463, -0.676, 0.894, -0.424, -1.117, 0.573



Entry 2:
Computed, not measured: a cluster of 2 separate species, C4H11N3O2 in total at a distorted geometry, with ωB97M-V/def2-TZVPD.

XYZ file:
```
20
C4H11N3O2 ωB97M-V/def2-TZVPD
O -1.007 -1.422 -1.075
O -2.278 0.377 -1.524
N 2.242 0.788 0.776
N -0.077 0.773 0.719
N 1.221 2.673 1.533
C 2.489 -0.599 0.934
C -3.166 -1.782 -2.069
C 0.999 1.357 1.032
C -2.179 -0.907 -1.437
H 3.157 1.289 0.907
H 2.464 -1.032 1.957
H 1.839 -1.163 0.301
H 1.937 2.769 2.228
H -4.173 -1.530 -1.703
H 0.468 3.312 1.691
H 3.564 -1.012 0.493
H -3.063 -2.880 -2.011
H -3.027 -1.567 -3.167
H -0.466 -0.654 -0.574
H -0.944 1.212 0.988
```

## Properties
**Charge**: -1
**<S²>**: 0.7502
**Lowest unoccupied orbital energy (alpha / beta)**: 3.2 / 3.2 eV
**Multiplicity**: 2
**E_tot**: -473.708904 Ha
**Frontier orbital gap (alpha / beta)**: 2.199 / 8.563 eV
**HOMO level (alpha / beta)**: 1.044 / -5.379 eV

Here are the Mulliken charges for atoms 1 to 8, given in e: -0.277, -0.502, 0.892, 0.521, -0.936, -1.500, -0.947, -3.372



Entry 3:
Computed, not measured: a structure of composition C48H47AsN2O11S3Ti, with ωB97M-V/def2-TZVPD.

XYZ file:
```
113
C48H47AsN2O11S3Ti ωB97M-V/def2-TZVPD
As 4.632 -2.349 -0.340
Ti 2.246 -0.642 1.093
S -0.975 0.285 -1.475
S 0.107 2.085 1.018
S 3.796 0.024 -1.589
O -1.677 -1.011 -1.697
O 0.479 -1.834 0.158
O 1.054 0.862 1.063
O 4.062 1.316 -2.090
O 5.893 -3.096 0.290
O 1.263 -1.428 2.553
O 2.493 -0.166 -0.893
O 0.989 -4.177 1.265
O 4.872 -0.482 -0.607
O 3.224 -2.209 0.613
O 3.542 0.139 1.966
N -0.278 -2.789 3.475
N 1.524 -5.226 -0.660
C -2.652 2.079 -0.376
C 1.084 -4.171 0.041
C 1.370 4.899 4.346
C 1.855 -6.434 0.097
C 0.257 5.158 3.544
C -0.114 4.292 2.533
C 1.420 2.082 -4.192
C -3.800 3.891 -1.550
C 0.748 1.790 -3.017
C -4.626 -0.819 3.111
C 1.779 5.864 5.420
C 2.107 3.742 4.109
C -4.803 4.868 0.869
C 3.697 -2.293 -4.902
C 2.015 1.587 -6.593
C 0.481 -2.922 4.720
C 3.851 -1.279 -2.768
C 4.039 -3.517 -4.344
C -1.487 -3.607 3.352
C -0.529 -2.034 1.140
C -0.116 -0.228 -4.022
C 0.190 -2.126 2.462
C -4.616 5.047 -1.523
C -3.487 3.237 -0.336
C -2.479 1.314 0.896
C 1.400 -5.345 -2.106
C 0.572 0.073 -5.191
C -0.035 0.646 -2.951
C 1.755 2.853 3.104
C -3.304 3.369 -2.773
C 4.186 -2.507 -2.194
C 1.330 1.236 -5.300
C 0.659 -2.928 -0.731
C -2.375 0.134 3.461
C -3.526 -0.060 2.649
C 0.638 3.139 2.339
C -4.739 0.331 0.567
C 3.606 -1.146 -4.116
C -5.726 -0.995 2.321
C -1.371 1.402 1.698
C -2.142 1.648 -1.571
C -1.308 0.833 2.995
C 4.298 -3.636 -2.979
C -4.019 3.750 0.875
C -3.583 0.530 1.361
C -2.487 2.280 -2.788
C -5.780 -0.418 1.035
C -5.104 5.528 -0.343
H -2.363 -0.287 4.459
H 1.358 -4.369 -2.583
H 1.400 -2.353 4.656
H -0.978 4.508 1.914
H -2.272 -3.066 2.826
H -5.206 5.249 1.798
H 2.449 0.706 -7.067
H 2.339 1.962 2.922
H -5.728 6.410 -0.330
H 2.663 -6.230 0.798
H -2.090 1.905 -3.721
H 2.506 6.578 5.027
H 3.370 -0.182 -4.543
H -0.417 0.970 3.596
H -1.169 -1.147 1.151
H 0.813 2.466 -2.171
H 2.975 3.531 4.721
H -0.325 6.056 3.713
H -4.787 0.769 -0.421
H -1.254 -4.539 2.837
H 0.497 -0.597 -6.039
H 4.134 -4.386 -4.980
H 2.165 -7.206 -0.601
H -1.845 -3.832 4.353
H 2.800 2.327 -6.444
H 0.992 -6.786 0.662
H -6.655 -0.570 0.418
H 3.522 -2.221 -5.967
H 2.244 5.349 6.259
H -4.586 -1.247 4.105
H -0.737 -1.112 -3.938
H 0.502 -5.905 -2.379
H -3.575 3.860 -3.699
H 2.015 2.986 -4.256
H -3.813 3.246 1.812
H 2.265 -5.876 -2.500
H -0.124 -2.561 5.551
H -4.849 5.542 -2.457
H 4.416 -0.091 2.305
H 0.713 -3.975 4.874
H -0.282 -3.100 -1.265
H 4.611 -4.580 -2.552
H -6.566 -1.573 2.683
H 1.406 -2.601 -1.453
H -1.132 -2.906 0.910
H 0.926 6.431 5.790
H 1.297 2.009 -7.299
```

## Properties
**Charge**: +2
**Lowest unoccupied orbital energy**: -5.8 eV
**E_tot**: -7073.960708 Ha
**Frontier orbital gap**: 6.879 eV
**HOMO level**: -12.644 eV

Here are the Mulliken charges for atoms 1 to 8, given in e: 0.898, -0.124, 1.951, 0.900, 1.549, -0.858, 2.947, 0.481



Entry 4:
Computed, not measured: an isolated molecule of C19H19N5O2 at a distorted geometry, with ωB97M-V/def2-TZVPD.

XYZ file:
```
45
C19H19N5O2 ωB97M-V/def2-TZVPD
O 5.600 -5.283 3.176
O -2.479 2.845 -2.984
N -0.614 3.137 0.523
N -1.537 3.672 0.009
N -1.871 1.455 -0.321
N -2.363 2.785 -0.465
N -4.681 3.530 -3.202
C -5.854 2.622 -5.252
C 3.505 -2.455 3.167
C 4.628 -4.447 2.695
C 4.201 -4.408 1.102
C 2.168 0.194 1.856
C 1.288 1.048 1.466
C -3.416 3.298 -2.536
C 3.106 -3.350 0.950
C -0.821 1.568 0.238
C -3.731 3.049 -0.785
C 0.845 -1.543 0.741
C -0.209 -0.684 0.395
C 4.384 -3.350 3.411
C 2.984 -2.303 1.819
C 0.219 0.909 0.752
C -6.447 1.563 -4.485
C 5.866 -6.301 2.285
C 1.903 -1.331 1.590
C -4.876 3.540 -4.768
H -0.975 -0.796 -0.188
H 2.710 -3.296 0.156
H 6.335 -6.024 1.256
H 6.665 -6.964 2.683
H 3.054 0.249 2.277
H 5.165 -6.893 1.979
H 4.220 -5.265 0.532
H -7.004 0.960 -4.860
H -3.847 3.065 -4.848
H 3.371 -1.421 3.823
H -5.886 2.627 -6.155
H -5.189 4.563 -4.827
H -6.060 1.318 -3.506
H 5.000 -3.119 4.479
H 1.462 2.103 1.411
H 0.427 -2.773 0.477
H -4.614 2.181 -0.584
H -5.519 3.448 -2.634
H -4.038 3.998 -0.664
```

## Properties
**Lowest unoccupied orbital energy**: -0.4 eV
**E_tot**: -1159.031117 Ha
**Frontier orbital gap**: 7.257 eV
**SMILES**: C=CCNC(=O)Cn1nnc(-c2ccc(-c3ccc(OC)cc3)cc2)n1
**HOMO level**: -7.656 eV

Here are the Mulliken charges for atoms 1 to 8, given in e: -0.339, -0.463, -0.272, -0.715, -0.559, 1.113, -0.339, -0.515



Among the records above, which one has the lowest E_tot?
C48H47AsN2O11S3Ti



E_tot of number 1 (C6H7N5O)?
-581.702997 Ha



The lowest E_tot belongs to which entry?
C48H47AsN2O11S3Ti



Look up the E_tot of the second one.
-473.708904 Ha